A.
Density functional theory data (ωB97M-V with the def2-TZVPD basis set) for 3 unconnected molecules or ions with the total composition C2H4NO3P.

Output
- E_LUMO (eV) = 4.83

The geometry in ORCA input format:
```
! wB97M-V def2-TZVPD RIJCOSX def2/J DEFGRID3
* xyz -2 1
H -1.071 -0.128 -0.493
N 1.974 -0.629 -0.166
H 10.730 -3.975 4.749
C 0.967 -0.214 -0.543
O -3.160 1.995 -0.728
C -0.227 0.435 -1.014
H -0.392 0.064 -2.024
O -2.675 0.874 1.551
O -3.181 -0.651 -0.416
H 0.013 1.461 -1.036
P -2.979 0.767 0.119
*
```


B.
Density functional theory data (ωB97M-V with the def2-TZVPD basis set) for a gas-phase ion, C2H4NO3P (charge -2).

Output
- E_LUMO (eV) = 7.21

The geometry in ORCA input format:
```
! wB97M-V def2-TZVPD RIJCOSX def2/J DEFGRID3
* xyz -2 1
H -0.620 1.271 1.028
H -0.466 -1.117 0.848
H 0.059 -1.043 -0.937
H 0.101 1.441 -0.631
N 1.009 -0.044 0.798
P 2.686 -0.002 -0.061
O 2.316 -0.022 -1.510
C -0.016 0.781 0.269
O 3.339 -1.327 0.471
O 3.331 1.258 0.471
C 0.014 -0.651 0.040
*
```


A ends up most stable, edging out the next structure by 34.7 kJ/mol.


A.
Density functional theory data (ωB97M-V with the def2-TZVPD basis set) for a molecular structure, C25H58As3N7SW.

Output
- E_LUMO (alpha / beta) (eV) = -12.23 / -12.61

The geometry in ORCA input format:
```
! wB97M-V def2-TZVPD RIJCOSX def2/J DEFGRID3
* xyz 4 3
N 0.417 2.722 1.294
H -4.123 -1.942 -1.318
H 1.962 -0.169 -0.778
H 2.387 1.412 -2.635
C 0.254 -3.156 -0.797
H 3.351 -5.028 -3.283
C 2.467 -4.806 -2.688
H -2.175 -2.319 -3.092
H 1.102 -2.845 -1.405
H 2.023 -2.095 2.459
H 3.927 2.327 3.219
H -3.391 1.533 -0.569
H -0.478 -5.424 -2.273
C 3.523 0.199 3.544
C 2.030 0.253 3.538
H 3.828 1.869 4.928
H 5.241 1.426 3.981
H 0.957 4.324 0.037
H -1.012 -3.687 1.905
H -3.266 -0.234 -3.472
H 3.692 1.264 -0.587
H -2.464 -3.287 -0.070
H 2.714 -3.985 -2.012
H -4.130 2.518 0.668
C -0.666 3.547 1.925
C -2.129 -3.969 -0.856
N -0.095 0.312 2.769
H -0.897 4.357 1.240
H -0.630 -2.344 2.997
H -1.773 2.190 3.176
H -0.290 4.012 2.836
H 2.224 -5.701 -2.114
H 3.842 -0.574 4.248
C 1.408 -2.488 -4.158
N -0.695 2.240 -1.415
C -2.743 3.586 -0.531
H 1.789 4.285 1.555
C 4.159 1.540 3.942
As 0.210 -1.873 0.687
H 2.756 -2.163 0.838
H -0.525 -1.731 -2.965
C -3.189 2.311 0.156
H -1.726 0.608 -3.627
H -3.092 1.346 -2.729
H -2.354 0.033 4.139
As -2.028 -0.600 -1.371
H 0.958 0.386 -2.672
H 0.899 2.242 2.054
C -2.565 0.417 -2.954
H 2.285 -2.428 -4.800
N 1.276 0.264 2.483
H 3.582 3.309 0.607
H 2.829 3.468 -0.933
H 0.589 -1.982 -4.671
As 1.021 -4.412 -3.956
H 1.838 -3.545 1.460
H 1.648 -1.980 -3.212
H 1.064 3.322 -1.826
H -2.720 0.981 1.599
H -3.553 3.846 -1.213
C 2.776 1.507 -0.044
C -0.325 0.315 4.070
H -2.717 4.403 0.190
H -1.843 -4.909 -0.381
H -1.424 -4.546 -3.438
H 3.858 -0.116 2.555
H -2.023 -2.228 1.904
W -0.352 0.817 0.341
N 1.639 0.793 -0.727
H -2.982 -4.186 -1.502
C 1.902 -2.460 1.446
C 2.691 3.021 0.050
H -1.617 0.309 5.651
C 1.461 3.658 0.728
C 1.432 1.217 -2.146
H -1.285 1.686 -2.021
H 0.307 2.657 -3.249
H 0.544 -4.080 -0.294
C -1.008 -2.604 2.011
C -1.904 2.734 2.248
C -0.959 -3.405 -1.676
C -1.414 3.562 -1.307
N -1.534 0.330 4.644
H -0.716 4.274 -0.883
C -1.360 -2.127 -2.391
S 1.122 0.294 5.013
H -2.748 3.410 2.390
C 0.559 2.445 -2.210
C -0.578 -4.446 -2.753
N -2.220 1.751 1.160
H -4.483 -0.261 -0.892
H -3.807 -1.368 0.327
H -1.591 3.893 -2.331
H 2.855 1.069 0.941
C -3.798 -1.090 -0.725
*
```


B.
Density functional theory data (ωB97M-V with the def2-TZVPD basis set) for a molecular structure, C25H58As3N7SW.

Output
- E_LUMO (alpha / beta) (eV) = -11.88 / -12.57

The geometry in ORCA input format:
```
! wB97M-V def2-TZVPD RIJCOSX def2/J DEFGRID3
* xyz 4 3
C -3.279 0.891 3.994
H -0.423 -3.589 -5.956
H -0.524 -1.874 -2.679
C -0.867 -3.583 -4.962
C 0.730 2.655 2.974
C 2.801 -0.314 -1.902
C -1.992 -3.677 -0.088
N -1.817 0.999 2.001
C 1.221 3.623 -1.263
N 0.881 1.296 -1.918
H -1.629 0.817 -3.246
H -2.220 -2.242 -2.465
N 0.944 1.269 2.431
H 2.911 1.792 -2.375
H 1.954 4.933 0.779
C -0.915 -3.324 -1.121
C 3.307 0.941 1.689
C 1.752 3.689 2.540
H -2.966 -3.811 -0.560
H -1.323 -1.632 2.406
H 2.716 3.487 3.009
H 2.894 1.787 -0.095
H -5.030 2.169 4.269
H -1.828 -4.729 -2.457
H 0.059 3.642 0.396
C 3.489 -0.060 -0.579
N 2.696 0.872 0.304
H -1.741 -4.623 0.396
H 2.470 -3.721 -2.870
S -3.337 3.035 2.156
H 2.965 -2.903 0.619
H -0.452 -3.176 2.607
H -3.885 -1.320 -0.584
H 1.421 -2.364 -3.407
H 4.099 0.199 1.766
H 3.646 -0.985 -0.037
H -2.638 1.656 -2.025
C 0.534 2.707 -2.248
H 0.164 -1.716 3.378
H -2.715 4.679 -0.001
H 3.527 -0.749 -2.591
C -4.786 1.109 4.163
H -3.114 -1.101 0.999
H 0.926 4.664 -1.409
C -0.346 -2.098 2.491
H -2.744 1.328 4.843
C 1.730 -3.394 -3.604
H 4.470 0.393 -0.733
H 1.232 -3.000 -1.150
H 2.946 3.517 0.722
H -0.549 2.792 -2.207
C 2.232 0.949 -2.514
H 1.427 4.633 2.978
H 2.195 -3.349 2.133
C -3.264 -0.660 0.020
H 2.301 3.596 -1.415
N -2.084 3.888 -0.061
H 2.639 1.153 3.722
H 2.089 0.841 -3.589
C 1.962 3.872 1.030
H -0.551 -5.398 -1.495
H 0.744 2.594 4.063
C -2.735 1.507 2.746
H -3.762 0.304 0.112
H -1.853 -4.037 -5.044
H -3.184 0.169 -2.782
H -1.845 3.635 -1.005
As -1.604 -0.413 -0.953
H 0.245 0.718 -2.460
H 0.830 2.945 -3.272
C -2.305 0.690 -2.400
As 0.742 -1.737 0.919
C 2.281 0.713 2.789
C -2.201 2.911 0.868
H 0.246 0.700 2.912
H 0.672 -4.057 0.130
H -2.096 -2.927 0.699
H -5.350 0.698 3.325
H 2.009 -1.061 -1.802
H -5.128 0.617 5.070
H -3.027 -0.170 3.974
C -0.815 -4.526 -2.096
N 0.942 3.197 0.148
H 3.791 1.908 1.807
H 2.149 -0.347 2.979
H 3.113 -1.849 2.045
C -1.283 -2.077 -1.925
C 0.430 -3.145 -0.423
H -0.275 2.960 2.689
H -0.970 -2.544 -4.639
W 0.466 0.940 0.276
As 0.252 -4.689 -3.787
C 2.449 -2.505 1.491
H 2.232 -3.403 -4.572
N -1.473 1.801 0.909
*
```


B ends up most stable, edging out the next structure by 78.5 kJ/mol.


A.
Density functional theory data (ωB97M-V with the def2-TZVPD basis set) for 2 unconnected molecules or ions with the total composition C7H15N4.

Output
- E_LUMO (eV) = -3.15

The geometry in ORCA input format:
```
! wB97M-V def2-TZVPD RIJCOSX def2/J DEFGRID3
* xyz 1 1
H 0.226 1.006 -2.494
C -0.417 -0.405 -1.096
H -1.699 -1.798 -0.547
N -0.537 0.778 2.388
C 2.642 -0.477 1.837
C 0.302 -0.031 1.638
H 2.535 -1.153 0.944
H 3.298 0.310 1.591
H 0.707 1.447 -0.940
N 1.412 0.889 3.252
H 1.600 -1.193 -0.741
H -2.282 0.991 -0.249
C -0.110 1.073 -1.497
H 0.304 -2.367 -0.863
C 0.660 -1.394 -1.262
H -3.499 -0.369 -0.274
H 0.737 -1.599 -2.335
C -2.800 0.165 -0.810
H 3.159 -0.991 2.592
N -1.576 -0.822 -0.833
C 0.225 1.283 3.433
N 1.484 0.108 2.200
H -0.263 1.817 4.222
H -0.975 1.599 -1.287
H -1.431 1.040 2.211
H -3.192 0.467 -1.686
*
```


B.
Density functional theory data (ωB97M-V with the def2-TZVPD basis set) for 2 unconnected molecules or ions with the total composition C7H15N4.

Output
- E_LUMO (eV) = -2.91

The geometry in ORCA input format:
```
! wB97M-V def2-TZVPD RIJCOSX def2/J DEFGRID3
* xyz 1 1
H 0.849 1.711 -3.556
H 2.121 -1.331 1.465
H 2.638 -1.667 -1.395
H -0.411 -1.820 0.395
C -0.119 0.280 1.477
N -0.979 0.267 -1.234
C 0.476 1.073 -2.751
H -1.975 -0.888 1.405
C 1.147 0.482 -1.705
H 3.091 -2.546 -0.188
H 0.129 0.097 2.584
N -1.563 0.140 1.281
H 0.163 1.352 1.238
N 0.247 -0.026 -0.860
C -0.839 0.993 -2.355
C 2.256 -1.992 -0.464
N 1.904 -0.999 0.541
H -1.633 1.244 -2.955
C -2.304 1.190 2.053
H 2.117 0.436 -1.621
C 0.539 -0.623 0.451
H -3.316 1.443 1.811
H 1.320 -2.610 -0.698
H -2.286 1.196 3.131
H -1.963 2.150 1.763
H -1.608 0.449 0.187
*
```


A ends up most stable, edging out the next structure by 54.6 kJ/mol.